Computed, not measured: 2 unconnected molecules or ions with the total composition C2H8NOS2 in a non-equilibrium geometry, with ωB97M-V with the def2-TZVPD basis set.

```
14
Properties=species:S:1:pos:R:3:forces:R:3:nbo_charge:R:1
C 1.559921 0.294732 0.352247 -1.226 0.562 2.391 -0.59
C 1.715611 -1.019839 -0.141734 0.478 -0.414 -0.109 -0.09
N 2.919507 -1.541039 -0.452419 -0.828 0.788 0.945 -0.71
O -4.814310 0.989195 -0.292553 0.134 1.167 -0.859 -0.96
S 0.253509 0.997774 -0.717982 0.105 0.580 -1.716 0.56
S -1.343387 0.378773 0.275851 -0.625 0.494 -0.203 0.17
H 1.108690 0.218402 1.411279 0.515 0.799 -1.205 0.25
H 2.398686 0.938570 0.304133 0.988 0.631 0.119 0.26
H 0.771715 -1.451637 -0.379063 0.106 -1.394 -0.264 0.19
H -5.389648 1.773665 -0.434275 0.505 -0.916 0.265 0.49
H 3.789304 -1.092993 -0.409006 0.911 1.036 0.332 0.40
H 2.909402 -2.294393 -1.025784 0.117 -2.836 -1.871 0.40
H -5.151157 0.527418 0.461159 -0.573 -0.280 0.646 0.47
H -0.727846 1.281369 1.048146 -0.606 -0.217 1.530 0.16
```
Positions in Å, forces in eV/Å.

- E_tot: -1006.956516 Ha
- Gap between HOMO and LUMO (spin up / spin down): 5.99 / 6.36 eV
- Total charge: +1
- Energy relative to the best compared isomer or geometry (same formula, charge and spin): 0.0 kJ/mol
- Spin multiplicity: 3

***

Computed, not measured: 2 unconnected molecules or ions with the total composition C2H8NS in a non-equilibrium geometry, with ωB97M-V with the def2-TZVPD basis set.

```
12
Properties=species:S:1:pos:R:3:forces:R:3:nbo_charge:R:1
N -0.515765 0.742200 -3.589029 -0.793 -0.393 -1.965 -1.08
H -1.493834 0.512420 -3.441967 -0.086 0.204 0.088 0.35
H -0.134581 -0.149834 -3.878393 0.239 -0.094 -0.109 0.33
H -0.168325 0.866637 -2.681851 0.619 0.287 1.963 0.39
C 0.088807 -0.585573 2.431098 0.396 0.248 -0.539 -0.63
C 0.603603 0.006433 1.127594 -0.342 0.581 -0.953 -0.51
S -0.697315 0.264344 -0.148718 0.090 -0.380 0.075 -0.76
H -0.443544 -1.529052 2.314643 0.272 -0.208 -0.304 0.20
H -0.667149 0.094393 2.804122 0.084 0.268 0.552 0.20
H 0.970482 -0.712450 3.068865 -0.375 -0.016 0.580 0.17
H 1.471664 -0.533098 0.736117 -0.196 -0.399 -0.035 0.16
H 0.985958 1.023580 1.257518 0.093 -0.097 0.648 0.18
```
Positions in Å, forces in eV/Å.

- E_tot: -533.962529 Ha
- Gap between HOMO and LUMO: 6.73 eV
- Total charge: -1
- Energy relative to the best compared isomer or geometry (same formula, charge and spin): 22.5 kJ/mol
- Spin multiplicity: 1

***

Computed, not measured: 2 unconnected molecules or ions with the total composition C2H8NS in a non-equilibrium geometry, with ωB97M-V with the def2-TZVPD basis set.

```
12
Properties=species:S:1:pos:R:3:forces:R:3:nbo_charge:R:1
S -1.744311 -1.957456 -1.670851 0.349 0.004 -0.105 -1.07
H -3.066526 -1.936529 -1.639482 -0.551 -0.027 -0.009 0.09
C 0.886214 -0.531492 0.143792 0.376 -0.097 0.355 -0.68
C 0.811517 1.004010 0.360225 0.445 -1.180 -0.664 -0.21
N -0.507483 1.483220 0.824293 -0.574 -0.127 -2.164 -0.86
H 0.935056 -0.973127 1.153815 0.694 -0.337 -0.525 0.18
H 1.714376 -0.644589 -0.546177 1.216 -0.531 0.702 0.19
H 0.190828 -1.179597 -0.423867 -0.912 1.436 0.470 0.29
H 1.170661 1.407568 -0.633506 -1.275 0.384 0.890 0.18
H 1.648466 1.312050 1.013168 -0.525 -0.248 0.218 0.16
H -1.020977 1.168829 -0.020611 -0.338 0.922 0.259 0.37
H -1.017821 0.847112 1.439203 1.095 -0.199 0.572 0.35
```
Positions in Å, forces in eV/Å.

- E_tot: -533.934090 Ha
- Gap between HOMO and LUMO: 6.83 eV
- Total charge: -1
- Energy relative to the best compared isomer or geometry (same formula, charge and spin): 97.1 kJ/mol
- Spin multiplicity: 1

***

Computed, not measured: 2 unconnected molecules or ions with the total composition C2H8NS, with ωB97M-V with the def2-TZVPD basis set.

```
12
Properties=species:S:1:pos:R:3:forces:R:3:nbo_charge:R:1
C 0.827773 -1.033665 0.258259 -0.229 0.132 0.287 -0.43
N 0.429964 -0.047148 1.265718 0.133 0.064 0.285 -0.64
C -0.490560 0.977539 0.774266 0.098 -0.126 -0.109 -0.42
H -0.064400 -1.382218 -0.262253 0.086 -0.096 0.055 0.24
H 1.488404 -0.640121 -0.524267 -0.003 -0.008 0.063 0.18
H 1.301641 -1.865420 0.786550 0.094 -0.068 -0.184 0.16
H 1.262402 0.415557 1.613874 -0.051 -0.051 -0.020 0.33
H -0.165673 1.419038 -0.174044 -0.019 0.196 0.103 0.20
H -0.612518 1.743591 1.547650 0.025 -0.021 -0.100 0.17
H -1.464902 0.535815 0.561188 0.047 -0.030 0.062 0.21
S -0.995242 0.001204 -2.308103 -0.171 0.006 -0.398 -1.08
H -1.516888 -0.124172 -3.538839 -0.010 0.001 -0.042 0.09
```
Positions in Å, forces in eV/Å.

- E_tot: -533.948865 Ha
- Gap between HOMO and LUMO: 6.81 eV
- Total charge: -1
- Energy relative to the best compared isomer or geometry (same formula, charge and spin): 58.3 kJ/mol
- Spin multiplicity: 1